1.
ORCA calculation (wB97M-V/def2-TZVPD) on a structure of composition C7H17HgO5P in a non-equilibrium geometry.

The geometry in XYZ format:
```
31
Properties=species:S:1:pos:R:3:forces:R:3
C -2.8266 -0.6330 1.6121 0.2516 0.1177 -0.0674
C -1.8576 -1.0193 0.4849 -0.4248 -0.2334 0.3149
C -2.4626 -2.1657 -0.3590 -0.0718 0.3811 -0.1748
C -0.4989 -1.4086 1.1046 -0.1613 -0.0442 -0.3375
C 0.7768 -1.0328 0.3145 0.5764 -0.2227 -0.0304
C 1.1988 -2.0218 -0.7865 0.0893 0.1404 0.1870
C 0.6738 0.3608 -0.2237 -0.9095 -0.3753 0.3827
O 2.0633 0.7730 -0.7085 0.0787 0.7845 0.3105
O 2.5626 1.8563 0.1126 0.0648 -0.5637 -0.7369
P 2.1222 3.4121 -0.2344 -0.1589 1.1298 0.6138
O 1.3469 3.9816 0.8331 -0.2916 -0.0204 0.2566
O 1.2445 3.3361 -1.6486 0.3611 -0.7808 0.5032
O 3.4037 4.1139 -0.7599 -0.0735 -0.4498 0.1656
H -3.6948 -0.1136 1.2138 -0.1724 -0.1584 -0.0264
H -3.1482 -1.5267 2.1427 -0.0817 0.0055 0.1035
H -2.3507 0.0389 2.3264 -0.0141 0.0392 0.0658
H -1.7951 -0.1341 -0.1566 0.2669 0.0707 -0.0069
H -3.4608 -2.4047 0.0007 -0.0132 -0.1148 0.0585
H -2.5921 -1.8805 -1.4023 0.1195 -0.0783 -0.1025
H -1.8614 -3.0700 -0.3151 -0.0029 -0.0983 -0.0440
H -0.4225 -1.0452 2.1279 0.0637 0.2604 -0.0318
H -0.4665 -2.4957 1.1786 0.0674 -0.0434 0.1794
H 1.5940 -1.0232 1.0453 -0.0637 0.0302 0.1389
H 0.8372 -1.7229 -1.7772 -0.1563 -0.1334 -0.0526
H 2.2832 -2.1132 -0.8240 0.0677 0.0820 -0.1356
H 0.8306 -3.0176 -0.5599 -0.1218 -0.0561 -0.1335
H 0.3276 1.0916 0.5066 0.3887 0.1425 0.1119
H 0.0028 0.4174 -1.0862 0.2416 0.0180 -0.2401
H 0.3179 3.2566 -1.3316 -0.1484 0.2578 -0.4271
H 3.8011 4.6938 -0.0796 0.1933 0.0816 -0.2747
Hg 2.0507 1.4965 -2.7507 0.0353 -0.1685 -0.5703
```
Positions in Å, forces in eV/Å.

Charge: +2
E_HOMO (Eh): -0.617
Orbital gap (eV): 3.491
E (hartree): -1147.07991


2.
ORCA calculation (wB97M-V/def2-TZVPD) on a structure of composition C13H24N3OPb3 in a non-equilibrium geometry.

The geometry in XYZ format:
```
44
Properties=species:S:1:pos:R:3:forces:R:3
Pb 13.1200 21.4741 -2.4611 -1.4584 2.6538 0.4537
Pb 12.0020 18.2714 -0.3476 -0.5931 -0.0445 0.5806
Pb 11.8429 18.4402 -4.7074 -2.2944 -0.0987 -2.2044
C 9.7563 20.1255 -2.0167 -3.2585 0.5208 1.2152
O 11.0291 19.8706 -2.4174 4.4822 -1.4261 -0.9738
H 9.4230 21.1519 -2.1700 0.2074 0.1348 -0.2313
H 8.9743 19.4667 -2.3943 0.1916 -0.1912 -0.8577
H 9.5794 19.9430 -0.9567 0.3938 0.1460 0.7942
C 6.3790 18.2805 0.0006 -1.4835 -0.2758 -1.0469
C 5.6181 18.2480 -1.4349 0.8864 1.7470 0.7761
C 4.7595 19.5936 -1.5822 -0.0988 -1.6150 0.9199
C 3.8498 19.7391 -0.4381 1.5865 0.2739 -1.7826
N 3.1627 19.7862 0.4861 -0.8557 0.0761 1.1660
H 5.6922 18.0257 0.8078 -0.2002 0.2604 -0.0394
H 6.7132 19.3092 0.1354 0.1305 0.0209 0.1866
H 7.1962 17.5753 0.1521 0.1143 -0.0877 -0.6160
H 5.0620 17.3579 -1.7291 -0.0643 0.0222 0.6112
H 6.4187 18.3775 -2.1631 0.0548 -0.1797 -0.4086
H 4.1009 19.6148 -2.4505 -0.3483 -0.5544 -0.4645
H 5.3789 20.4566 -1.8269 0.0720 0.3057 0.7511
C 6.4004 16.7055 -5.4265 0.0267 0.7716 -0.4028
C 6.1504 18.0502 -6.1550 -0.2871 -0.7226 1.9685
C 7.1973 19.0808 -5.6139 -0.0232 0.5368 -0.9306
C 8.5523 18.8882 -6.0858 -3.0591 0.2964 0.4881
N 9.6195 18.6882 -6.4175 4.8308 -0.6107 0.7372
H 7.4600 16.4966 -5.5744 -0.0677 -0.9717 -0.2700
H 5.6838 15.9712 -5.7944 0.5963 -0.3156 -0.1662
H 6.2583 16.7443 -4.3465 -0.1896 0.3937 0.0881
H 5.1612 18.3726 -5.8300 0.0667 0.4796 -0.2398
H 6.1025 17.8958 -7.2330 0.4872 0.4464 0.0350
H 7.4096 19.0862 -4.5448 -0.7533 -0.6045 0.5439
H 6.9487 20.1287 -5.7817 -0.1756 0.1210 -0.5120
C 9.0709 26.5699 -1.8820 0.5059 -1.9143 1.2214
C 8.9725 25.6647 -0.6178 0.0003 2.0330 1.6198
C 9.1957 24.2161 -0.8001 0.4077 -1.8162 -0.3719
C 10.4930 23.8505 -1.4590 -4.7238 1.4237 1.6182
N 11.4511 23.6037 -1.9986 4.5533 -2.9469 -1.9100
H 9.0981 27.6246 -1.6083 -0.3292 -0.1855 -0.3494
H 8.2851 26.2180 -2.5504 -0.2122 0.7847 -0.1068
H 10.0081 26.2666 -2.3486 0.2674 0.5241 -0.3070
H 8.0534 25.8039 -0.0485 -0.7372 -0.3010 -0.6845
H 9.5832 25.8870 0.2573 0.9948 0.9307 -0.5223
H 8.3252 23.7560 -1.2678 0.3317 -0.3031 -0.8929
H 9.2596 23.6607 0.1355 0.0246 0.2618 0.5167
```
Positions in Å, forces in eV/Å.

Charge: +5
Relative energy (zero: lowest compared OMol25 entry of this formula, charge and spin) (kJ/mol): 504.12
E_HOMO (Eh): -0.807
Orbital gap (eV): 1.687
E (hartree): -1325.18521


3.
ORCA calculation (wB97M-V/def2-TZVPD) on a structure of composition C22H32Cl2N4RuSSeSi2 in a non-equilibrium geometry.

The geometry in XYZ format:
```
65
Properties=species:S:1:pos:R:3:forces:R:3
Ru -0.0579 1.5259 -0.7655 -0.8324 -0.5744 -0.2103
C -0.9936 0.3886 2.1780 -0.1404 -0.1016 0.0019
Si 0.1537 1.7823 1.7202 0.3755 0.0725 -0.0833
C -0.3867 3.4259 2.3671 -0.1180 0.1919 -0.0572
C 1.9085 1.4495 2.2120 0.1154 -0.0567 0.1818
C 2.2633 1.3440 3.5619 -0.0360 -0.0383 -0.0190
C 3.5823 1.1397 3.9303 0.0125 -0.0013 -0.0072
C 4.5692 1.0426 2.9555 -0.0151 0.0020 0.0163
C 4.2320 1.1524 1.6169 -0.0484 -0.0040 -0.0275
C 2.9002 1.3567 1.2322 0.2527 -0.0476 0.1714
Si 2.4603 1.5459 -0.5554 0.0356 0.2742 0.3710
C 3.3606 2.9704 -1.3155 0.0022 0.1710 -0.1654
C 2.8252 -0.0212 -1.5067 -0.0567 -0.1546 -0.1295
H -1.0173 0.3399 3.2726 -0.0225 -0.0294 -0.0205
H -0.6319 -0.5707 1.8057 0.0018 -0.0088 0.0252
H -2.0115 0.5477 1.8189 -0.0080 0.0001 0.0339
H -0.3265 3.3836 3.4598 0.0126 0.0159 -0.0154
H -1.4044 3.6880 2.0825 0.0088 0.0008 0.0395
H 0.2868 4.2184 2.0358 -0.0044 0.0017 0.0270
H 1.5096 1.4232 4.3390 0.0059 0.0016 -0.0130
H 3.8461 1.0615 4.9768 0.0004 0.0009 -0.0075
H 5.6007 0.8897 3.2445 -0.0071 -0.0033 -0.0080
H 5.0190 1.0823 0.8723 -0.0197 0.0087 0.0041
H 4.4246 2.8133 -1.1087 -0.0101 -0.0096 -0.0231
H 3.0795 3.9246 -0.8743 0.0533 -0.0014 0.0091
H 3.2392 3.0227 -2.3992 0.0027 0.0124 0.0188
H 3.8885 -0.0022 -1.7678 -0.0090 -0.0118 0.0108
H 2.2569 -0.1168 -2.4351 0.0436 0.0187 -0.0068
H 2.6480 -0.8753 -0.8532 0.0153 -0.0319 -0.0136
Cl 0.2452 2.5191 -3.2411 0.1893 0.2384 -0.0543
C 0.2829 4.3045 -2.9423 0.0008 -0.0853 -0.0413
Cl 0.4171 4.6809 -1.2314 -0.0259 0.0672 -0.0237
H -0.6495 4.7013 -3.3237 -0.0107 -0.0067 -0.0165
H 1.1482 4.6918 -3.4656 0.0032 -0.0042 -0.0192
S -2.1858 2.8250 -0.6325 0.0726 0.0383 0.1370
C -3.6580 1.9121 -0.6592 0.1587 -0.0407 -0.0718
N -4.6771 2.2229 0.1264 -0.0576 0.0485 0.0281
C -5.8855 1.4475 -0.1819 0.0380 0.0088 0.0037
C -5.4001 0.5285 -1.3272 0.0269 0.0059 0.0274
N -3.9909 0.9200 -1.4694 -0.0701 0.1394 -0.0179
H -4.6404 2.9955 0.7705 -0.0046 -0.0133 0.0092
H -6.6929 2.1063 -0.4931 -0.0029 0.0109 -0.0067
H -6.2083 0.8853 0.6913 0.0005 -0.0082 0.0082
H -5.9380 0.7075 -2.2557 0.0006 0.0014 -0.0106
H -5.4831 -0.5257 -1.0720 0.0127 -0.0088 0.0006
H -3.3805 0.5943 -2.1987 -0.0610 -0.0512 -0.0105
C -2.3826 -3.2963 -0.1400 0.0756 0.0122 -0.0135
N -1.0170 -3.3118 -0.6469 -0.0314 -0.0922 0.0742
C -0.3640 -2.3122 -1.2476 0.0871 0.0846 0.0479
Se -1.0934 -0.6384 -1.6907 0.0317 -0.0795 -0.1100
N 0.8631 -2.7416 -1.5642 0.0022 -0.0952 -0.0258
C 1.0246 -4.0667 -1.1637 0.1013 0.1194 -0.0634
C 2.0953 -4.9461 -1.2575 -0.0101 -0.0137 -0.0017
C 1.8931 -6.2081 -0.7363 -0.0239 -0.0132 0.0159
C 0.6734 -6.5787 -0.1463 0.0263 -0.0013 -0.0028
C -0.3879 -5.7003 -0.0564 0.0167 -0.0073 -0.0282
C -0.1779 -4.4308 -0.5807 -0.1664 0.0534 0.0647
H -2.7475 -2.2739 -0.1519 -0.0032 0.0034 0.0051
H -2.3842 -3.6738 0.8804 -0.0104 -0.0005 0.0043
H -3.0158 -3.9236 -0.7652 0.0005 -0.0054 -0.0006
H 1.5308 -2.1774 -2.0634 0.0196 -0.0041 -0.0154
H 3.0331 -4.6644 -1.7161 -0.0047 0.0023 0.0030
H 2.6937 -6.9329 -0.7847 -0.0069 -0.0034 0.0007
H 0.5640 -7.5797 0.2471 0.0036 -0.0036 -0.0096
H -1.3285 -5.9930 0.3893 0.0114 0.0061 0.0103
```
Positions in Å, forces in eV/Å.

Expectation value of S²: 6.0130
Charge: +2
Relative energy (zero: lowest compared OMol25 entry of this formula, charge and spin) (kJ/mol): 0.00
Multiplicity: 5
E_HOMO (spin up / spin down) (Eh): -0.488 / -0.511
Orbital gap (spin up / spin down) (eV): 8.224 / 6.438
E (hartree): -5469.95843


4.
ORCA calculation (wB97M-V/def2-TZVPD) on a structure of composition C10H30O5Si4 in a non-equilibrium geometry.

The geometry in XYZ format:
```
49
Properties=species:S:1:pos:R:3:forces:R:3
O -1.6867 0.8915 3.6035 0.6963 -0.2258 -1.0318
O -0.9362 -2.3694 -0.7319 1.0024 1.2371 -0.0834
O 0.3440 1.0111 1.8306 0.0496 0.2272 -1.1401
O 0.2356 -0.0022 -1.5449 -0.4041 -0.6741 0.0601
O 1.9628 1.7908 -0.4274 -0.7545 -1.6011 -0.5312
C -0.9166 1.9068 4.2345 -0.0746 0.5338 -0.0778
C -1.7823 -3.4542 -0.9061 -0.8328 -0.4280 -0.0346
C -0.6337 -1.5859 2.4446 -0.8761 0.5136 0.5236
C -2.3379 0.4259 0.7841 -0.5713 -0.4226 2.2165
C 0.5715 -2.3401 -3.1427 0.2284 -0.6287 0.2558
C -2.1213 -0.9165 -3.0086 0.1498 -0.1133 1.2827
C -0.4741 3.2427 0.2093 -0.1472 -1.4433 -0.5783
C 2.2127 3.2237 1.8160 -0.7321 -0.1411 -0.6429
C 2.3225 -1.0852 0.0392 -1.3469 0.4860 0.1661
C 2.8824 0.1690 -2.7573 -0.6592 0.4191 0.7221
Si -1.0888 0.2056 2.1758 -0.0852 0.1474 0.1597
Si -0.5664 -1.4071 -2.0263 0.1914 1.4783 -0.7432
Si 0.9740 2.2061 0.8303 -0.2252 1.2660 1.1582
Si 1.8284 0.3022 -1.1432 0.5219 -1.0995 -0.8214
H -1.3402 2.9139 4.0306 0.0848 -0.5326 0.1489
H -0.9109 1.7315 5.3073 -0.0754 0.0333 0.1039
H 0.1176 1.9133 3.8729 -0.1614 0.0115 0.2061
H -1.9121 -3.6925 -1.9679 -0.0419 -0.3027 0.0998
H -1.3977 -4.3142 -0.3597 0.0616 -0.1103 -0.1366
H -2.7642 -3.2059 -0.4964 -0.1311 -0.1345 -0.0307
H -1.1386 -1.9974 3.3270 0.2069 0.1718 -0.0078
H -0.9122 -2.2121 1.6107 0.2038 -0.0423 -0.3744
H 0.4294 -1.5688 2.5966 0.5889 -0.4062 0.1053
H -3.1468 -0.3248 0.8663 0.4307 0.3016 -0.2047
H -1.8503 0.4076 -0.1365 0.7206 -0.3742 -1.6532
H -2.7643 1.4032 0.8898 -0.4876 0.6018 0.0820
H 1.4055 -2.6809 -2.5311 0.2055 -0.1450 0.0997
H 1.0197 -1.8502 -4.0114 -0.4629 0.0537 0.0682
H 0.0294 -3.2502 -3.4295 0.1845 0.0860 -0.2995
H -3.0373 -1.2927 -2.5111 0.3749 0.1407 -0.4075
H -2.0610 -1.2717 -4.0318 -0.0816 -0.0662 -0.1102
H -2.1721 0.1723 -3.0017 -0.0854 0.0490 -0.1364
H -1.2098 2.5793 -0.3234 0.6385 0.6988 0.4668
H -0.1690 4.0160 -0.4843 0.1606 0.1962 -0.0967
H -0.9650 3.6928 1.0592 -0.2729 0.1939 0.2769
H 2.5514 2.6900 2.6710 0.2055 -0.3857 0.9589
H 1.8065 4.1810 2.1029 -0.1418 0.3323 0.3200
H 3.0817 3.4023 1.2024 0.2371 0.1098 -0.3317
H 2.2916 -0.7328 1.0827 -0.0894 -0.3407 -0.3108
H 3.3096 -1.3528 -0.2022 1.5630 -0.3932 -0.1485
H 1.7108 -2.0046 -0.0946 0.1674 0.6874 0.2386
H 3.1312 -0.8745 -2.9742 -0.1584 0.1124 0.0602
H 3.8102 0.7391 -2.7772 0.0319 0.0475 0.2909
H 2.2672 0.5689 -3.5657 -0.0070 -0.1251 -0.1376
```
Positions in Å, forces in eV/Å.

Relative energy (zero: lowest compared OMol25 entry of this formula, charge and spin) (kJ/mol): 0.00
E_HOMO (Eh): -0.356
Orbital gap (eV): 10.372
E (hartree): -1933.64357